No. 1
{
  "formula": "C4H35NO16",
  "method": "the ωB97M-V functional and the def2-TZVPD basis",
  "fmax_ha_per_bohr": 0.05871,
  "homo_energy_ev": -10.1,
  "orbital_gap_ev": 10.2,
  "total_charge": 0,
  "molar_mass_g_mol": 353.3,
  "elements": ["C", "N", "C", "C", "C", "O", "O", "H", "H", "H", "H", "H", "H", "H", "H", "H", "O", "H", "H", "O", "H", "H", "O", "H", "H", "O", "H", "H", "O", "H", "H", "O", "H", "H", "O", "H", "H", "O", "H", "H", "O", "H", "H", "O", "H", "H", "O", "H", "H", "O", "H", "H", "O", "H", "H", "O"],
  "positions_angstrom": [[1.410214, -0.612941, -0.486298], [0.390430, -0.760446, 0.394429], [-2.050273, -0.811206, 0.661652], [-0.808075, 0.057069, 0.372050], [-0.693330, 1.215975, 1.353750], [0.387487, 1.764265, 1.567751], [2.350707, -1.413261, -0.459887], [1.418043, 0.175554, -1.201391], [0.362036, -1.491493, 1.102035], [-2.008047, -1.208116, 1.701558], [-2.092191, -1.669840, -0.026590], [-2.967722, -0.222170, 0.546264], [-0.942188, 0.505749, -0.627663], [-1.620867, 1.625086, 1.822569], [-1.401419, -1.224040, -2.544086], [-1.234198, -2.503984, -3.327759], [-0.762140, -1.964764, -2.680135], [1.283786, -0.363967, -4.549186], [0.471633, -0.919997, -3.357256], [0.985416, -0.127773, -3.656358], [-0.136600, 0.325510, 3.968682], [-0.297461, -0.943970, 3.099575], [-0.671226, -0.064496, 3.265456], [-0.023386, -4.281793, 0.337908], [0.256349, -5.385223, 1.396776], [-0.268863, -4.590020, 1.239447], [-4.366373, 1.897032, -0.548823], [-2.951137, 2.506829, -0.931604], [-3.740444, 2.024887, -1.259334], [-0.774158, 2.624358, -1.192103], [-0.917671, 3.651684, -0.026099], [-1.316538, 2.828419, -0.381981], [0.165176, -3.165783, -1.688833], [1.469286, -3.220467, -0.931816], [0.699788, -3.768251, -1.147592], [0.170384, -3.280910, 2.341758], [1.433806, -2.435489, 2.705961], [0.464445, -2.501532, 2.861345], [3.027409, -1.038246, 2.297100], [2.859793, -1.963644, 1.149397], [3.026041, -1.992605, 2.110191], [0.492868, 1.486946, -3.060468], [0.962060, 2.520911, -1.968639], [0.222036, 2.266816, -2.548661], [1.853730, 3.584854, -0.189483], [1.479360, 2.213859, 0.208249], [1.975886, 2.670020, -0.499638], [0.327546, 5.120947, 1.663927], [0.493483, 3.589284, 1.545115], [0.378207, 4.411625, 1.016144], [1.846907, 0.935536, 2.147624], [3.392634, 1.192576, 1.915145], [2.748679, 0.713210, 2.446891], [-2.915053, 0.774095, -2.224659], [-1.601645, 0.956733, -2.993028], [-2.244596, 0.286611, -2.729406]],
  "atomic_forces_ev_per_a": [[0.3, -2.3, 1.9], [-0.5, 1.2, -1.0], [0.2, -0.2, 0.5], [-0.6, -0.3, 0.1], [-0.1, 0.5, 0.3], [-0.3, 0.0, 0.0], [0.0, 0.3, -0.6], [-0.5, 0.9, -0.5], [0.7, -0.2, -0.1], [-0.1, 0.3, -0.8], [0.1, 0.4, 0.2], [0.2, -0.1, 0.0], [0.2, -0.1, 0.4], [0.5, -0.4, -0.5], [0.1, 0.2, 0.2], [0.2, -0.1, 0.0], [-0.6, -0.1, -0.3], [0.0, 0.3, 0.4], [0.2, 0.5, -0.1], [-0.1, -0.7, -0.4], [0.0, -0.1, -0.1], [0.3, -0.7, 0.3], [-0.3, 0.4, 0.3], [0.1, -0.2, 0.0], [-0.1, 0.2, -0.1], [0.0, -0.1, 0.1], [0.0, 0.1, 0.3], [-0.2, 0.0, 0.3], [0.1, -0.1, -0.5], [-0.5, 0.1, 0.4], [-0.3, -0.4, -0.1], [0.2, 0.6, -0.7], [-0.2, 0.0, 0.1], [0.2, 0.0, 0.1], [0.1, 0.1, -0.1], [0.0, -0.1, 0.2], [0.1, 0.0, 0.1], [-0.2, 0.1, -0.3], [0.1, 0.1, 0.4], [0.1, -0.3, 0.0], [-0.1, -0.1, -0.1], [0.3, -0.1, 0.0], [0.4, -0.2, 0.0], [-0.5, 0.3, -0.1], [0.2, -0.1, -0.4], [0.2, -0.3, -0.3], [-0.1, 0.4, 0.5], [0.0, 0.1, -0.1], [-0.2, 0.2, -0.2], [0.2, 0.0, 0.6], [0.5, 0.2, -0.2], [-0.3, 0.1, -0.1], [0.1, -0.1, 0.3], [-0.3, 0.2, 0.2], [0.0, 0.0, 0.0], [0.4, -0.3, -0.2]]
}

***

No. 2
{
  "formula": "C4H36N3O11",
  "method": "the ωB97M-V functional and the def2-TZVPD basis",
  "fmax_ha_per_bohr": 0.06137,
  "homo_energy_ev": [-15.7, -15.7],
  "orbital_gap_ev": [9.7, 4.0],
  "multiplicity": 2,
  "total_charge": 2,
  "molar_mass_g_mol": 302.3,
  "s2": 0.754,
  "elements": ["N", "C", "C", "C", "N", "C", "N", "H", "H", "H", "H", "H", "H", "H", "H", "H", "H", "H", "H", "H", "H", "H", "H", "O", "H", "H", "O", "H", "H", "O", "H", "H", "O", "H", "H", "O", "H", "H", "O", "H", "H", "O", "H", "H", "O", "H", "H", "O", "H", "H", "O", "H", "H", "O"],
  "positions_angstrom": [[-2.284638, 0.736227, -2.053911], [-0.912311, 0.475916, -1.512745], [-0.198414, 1.733316, -0.997610], [-0.990569, 2.885082, -0.367921], [-2.115874, 2.481618, 0.427814], [-0.067110, -0.231202, -2.584933], [-0.278012, -1.675558, -2.558264], [-2.811980, -0.201895, -2.144392], [-2.852348, 1.258118, -1.406696], [-2.253706, 1.274379, -2.931875], [-1.043949, -0.217675, -0.689463], [0.420803, 2.166189, -1.784055], [0.538861, 1.388878, -0.267017], [-1.367814, 3.566931, -1.139630], [-0.312665, 3.500452, 0.298964], [-2.570383, 3.277728, 0.878378], [-1.912687, 1.718938, 1.120172], [-0.326357, 0.132649, -3.574288], [0.987591, -0.000680, -2.408633], [0.155692, -2.122795, -1.758931], [0.072930, -2.114445, -3.393127], [3.851265, 0.725082, 0.230738], [4.593528, 1.992790, -0.111688], [3.690093, 1.673169, -0.023981], [3.996345, -0.945434, 1.584823], [3.445739, -1.612286, 0.327861], [4.081190, -0.920334, 0.613072], [-2.182696, -0.537369, 3.209574], [-1.830202, -1.131655, 1.810794], [-1.526802, -0.481617, 2.509495], [0.668217, -3.035528, 1.348355], [0.534901, -4.254220, 0.388901], [0.395068, -3.300887, 0.450455], [-0.426821, -1.962819, 3.015804], [0.282782, -3.210092, 3.642348], [-0.336603, -2.928041, 2.952646], [0.153213, 0.353104, 2.930829], [1.388562, 1.268375, 2.745544], [1.091053, 0.448250, 3.208716], [2.476669, 3.399772, 2.294973], [2.649927, 2.349095, 1.120141], [2.041999, 2.667689, 1.834910], [2.240938, -0.787902, 2.851342], [3.566532, -1.552551, 3.307205], [2.859666, -1.528637, 2.647594], [-2.566204, -3.150519, 1.145785], [-1.159625, -2.782580, 0.654708], [-2.088894, -2.408741, 0.718781], [-0.491276, 2.836949, -4.129950], [-1.623954, 2.506926, -5.135219], [-1.239693, 2.256109, -4.286828], [-2.438297, -2.180755, -2.352660], [-2.845242, -2.013155, -0.870670], [-3.128457, -1.784384, -1.786231]],
  "atomic_forces_ev_per_a": [[-0.2, -0.3, -0.3], [0.0, 0.1, -0.2], [0.7, 0.2, 0.3], [-0.8, -1.0, -1.1], [2.4, 0.6, 1.9], [0.5, -0.7, 0.3], [-0.6, 0.1, 0.1], [0.4, -0.2, 0.1], [-0.4, 0.3, 0.3], [0.3, -0.1, -0.1], [-0.2, -0.1, 0.2], [-0.1, 0.1, -0.1], [0.0, -0.1, 0.0], [0.1, 0.3, 0.2], [-0.3, -0.2, 0.0], [-0.8, -0.1, -0.2], [-0.7, 0.0, -0.7], [0.0, 0.2, 0.0], [0.0, 0.3, 0.0], [0.1, 0.0, 0.0], [0.1, -0.1, -0.2], [-0.3, 0.0, -0.2], [0.0, 0.4, -0.1], [0.2, -0.5, 0.2], [-0.3, -0.2, -0.6], [0.7, 0.7, 0.3], [0.0, -0.1, -1.0], [-0.1, 0.0, 0.2], [0.1, 0.1, 0.5], [-0.3, 0.3, -0.9], [-0.1, -0.3, 0.1], [0.0, 0.1, 0.1], [0.2, 0.2, -0.5], [0.1, -0.3, 0.3], [-0.2, 0.2, -0.1], [0.4, 0.0, 0.3], [0.7, -0.2, 0.4], [0.2, -0.2, 0.4], [-0.8, 0.5, -0.8], [0.0, -0.3, -0.2], [0.3, 0.2, 0.2], [-0.5, 0.2, -0.2], [0.2, -0.2, 0.4], [-0.5, 0.0, 0.3], [-0.2, -0.2, 0.8], [0.1, 0.6, -0.2], [-0.2, 0.0, -0.2], [-0.1, -0.7, 0.3], [0.1, 0.2, -0.3], [0.1, 0.1, 0.0], [-0.3, -0.2, 0.3], [-0.1, 0.1, 0.3], [-0.1, -0.1, -0.3], [0.1, 0.3, -0.1]]
}

***

No. 3
{
  "formula": "C4H37N2O12S2",
  "method": "the ωB97M-V functional and the def2-TZVPD basis",
  "fmax_ha_per_bohr": 0.11549,
  "homo_energy_ev": -11.6,
  "orbital_gap_ev": 9.4,
  "total_charge": 1,
  "molar_mass_g_mol": 369.5,
  "elements": ["S", "S", "C", "C", "C", "N", "C", "N", "H", "H", "H", "H", "H", "H", "H", "H", "H", "H", "H", "H", "H", "H", "H", "O", "H", "H", "O", "H", "H", "O", "H", "H", "O", "H", "H", "O", "H", "H", "O", "H", "H", "O", "H", "H", "O", "H", "H", "O", "H", "H", "O", "H", "H", "O", "H", "H", "O"],
  "positions_angstrom": [[-0.876177, -3.724149, -1.365291], [-1.145202, -1.987410, -2.338880], [-0.858635, -0.495065, -1.159422], [-1.398488, 0.737574, -1.677034], [-0.800129, 1.986035, -0.962230], [0.407505, 2.179921, -1.796746], [0.549520, 3.607471, -2.017364], [-2.930310, 0.861845, -1.591533], [0.486009, -3.862210, -1.480180], [-1.209482, -0.754511, -0.074602], [0.247289, -0.474297, -0.993247], [-1.216341, 0.845831, -2.759927], [-0.480883, 1.929091, 0.119860], [-1.478872, 2.875456, -1.080263], [1.206900, 1.757606, -1.415313], [-0.381644, 3.988928, -2.602923], [0.618047, 4.126720, -1.098373], [1.559723, 3.696542, -2.450667], [-3.280742, 1.104546, -0.732150], [-3.517045, 0.021996, -1.864209], [-3.176398, 1.539196, -2.164796], [-0.384566, 2.548472, 5.553543], [0.724835, 1.437569, 5.638997], [0.254214, 2.018599, 5.036257], [-3.690851, -2.646972, -1.819321], [-3.648633, -2.281659, -0.246252], [-3.703746, -1.975011, -1.127840], [2.574076, -0.171426, -5.421863], [3.855842, -0.804448, -4.691523], [3.180950, -0.143924, -4.636434], [2.280747, -2.608233, 1.803857], [1.488980, -3.151452, 0.807380], [1.319851, -2.809266, 1.642119], [3.796692, -3.145361, -0.275691], [3.050551, -2.247680, -1.269734], [2.972120, -2.815550, -0.453335], [-0.020519, -2.082490, 3.962332], [0.080165, -1.918917, 2.516121], [-0.539614, -1.673510, 3.207293], [3.278003, -0.887828, 0.257213], [2.805631, 0.477461, 0.874789], [3.552145, -0.118339, 0.691574], [2.071586, 2.267623, 2.076776], [1.066196, 1.352132, 1.723360], [1.814500, 1.800607, 1.246417], [-0.177251, 1.309021, 3.505804], [-0.468897, -0.068797, 2.777695], [-0.360141, 0.873497, 2.572064], [-2.107172, -1.470288, 2.676990], [-3.560245, -1.782352, 2.825655], [-2.991429, -1.246615, 2.301556], [1.856535, -0.115027, -2.090965], [2.906332, -0.669935, -2.974666], [2.363526, -0.884954, -2.269304], [-3.081341, 0.574606, 1.743451], [-2.022805, 1.701638, 1.928116], [-2.860911, 1.397693, 1.412863]],
  "atomic_forces_ev_per_a": [[0.7, -0.1, 0.5], [0.7, 1.6, -0.4], [1.0, -4.0, 2.8], [-1.5, 1.9, 0.1], [1.0, -0.3, -0.6], [-2.3, 1.1, -0.4], [0.3, -0.4, -1.5], [1.1, -5.8, 0.1], [-0.6, 0.1, 0.0], [0.0, 0.4, -2.0], [-0.9, 0.4, -0.5], [0.1, 0.1, 0.5], [-0.9, -0.5, -1.1], [0.6, -0.9, 0.1], [1.2, -0.1, 1.0], [2.1, -0.5, 0.6], [-0.2, 0.9, 1.2], [-0.8, 0.7, -0.7], [-0.5, 0.8, 3.7], [1.2, 0.3, 0.4], [-1.4, 4.2, -3.6], [0.6, -0.5, -0.3], [0.0, 0.1, 0.3], [-0.5, 0.4, 0.0], [0.0, -0.2, 0.8], [0.0, -1.1, 1.2], [-0.8, 1.6, -1.6], [1.2, -0.3, 1.1], [0.5, -0.6, -0.8], [-1.3, 1.0, -0.9], [-1.3, 0.3, 0.5], [-0.3, -1.2, -3.1], [1.5, 1.2, 2.8], [3.3, -1.4, 0.6], [-0.5, -0.4, 0.9], [-2.8, 1.7, -1.7], [-1.4, 0.8, -0.8], [0.5, -0.5, -1.3], [1.3, -1.0, 2.1], [-0.9, -1.6, -1.0], [0.1, -0.1, -0.2], [1.1, 1.5, 1.1], [0.7, 0.1, -1.2], [-0.2, -0.3, -0.9], [-0.8, 0.5, 2.1], [-0.5, -1.0, -2.1], [0.0, 0.0, 0.2], [0.6, 1.7, 2.1], [-0.5, 0.1, -0.3], [-1.1, -0.6, 0.6], [1.0, 0.2, -0.5], [-0.5, 1.0, 0.1], [1.4, 1.0, -2.5], [-1.1, -2.1, 2.6], [-0.6, -2.9, 1.5], [-2.0, -1.2, -1.3], [2.3, 4.0, -0.7]]
}

***

No. 4
{
  "formula": "C4H37N2O13",
  "method": "the ωB97M-V functional and the def2-TZVPD basis",
  "fmax_ha_per_bohr": 0.22994,
  "homo_energy_ev": -11.9,
  "orbital_gap_ev": 9.5,
  "total_charge": 1,
  "molar_mass_g_mol": 321.3,
  "elements": ["C", "O", "C", "C", "C", "N", "N", "H", "H", "H", "H", "H", "H", "H", "H", "H", "H", "H", "H", "H", "H", "H", "O", "H", "H", "O", "H", "H", "O", "H", "H", "O", "H", "H", "O", "H", "H", "O", "H", "H", "O", "H", "H", "O", "H", "H", "O", "H", "H", "O", "H", "H", "O", "H", "H", "O"],
  "positions_angstrom": [[-0.538028, -1.173793, 0.069650], [-0.922373, -2.460445, -0.374313], [0.148788, -0.394576, -1.243174], [0.199201, 1.085225, -0.935302], [0.922106, 1.936205, -1.979237], [2.252657, 1.202873, -2.168002], [-0.656866, -0.714143, -2.502885], [-1.537158, -0.740029, 0.196263], [0.065587, -1.190281, 0.943011], [-0.560960, -3.086509, 0.226643], [1.195808, -0.752932, -1.320694], [-0.774601, 1.654920, -0.800364], [0.673372, 1.217246, 0.046271], [0.510335, 1.892139, -3.035831], [0.939699, 3.100649, -1.680770], [2.648438, 1.494662, -2.998864], [2.943463, 1.303679, -1.419587], [-0.370083, -0.013190, -3.224263], [-1.590990, -0.657046, -2.396026], [-0.387445, -1.682910, -2.842655], [2.368920, 1.473695, 2.880175], [2.146991, 2.002229, 1.474407], [1.610054, 1.596077, 2.313645], [1.870675, -3.416069, -0.570138], [2.431885, -2.306252, -0.053772], [2.178460, -2.609717, -0.915852], [-2.047841, 4.639545, -0.055437], [-1.311439, 3.543502, 0.848684], [-1.820247, 3.682432, 0.024529], [-4.543180, 1.115015, -0.085922], [-3.560995, 2.383736, -0.530019], [-3.722426, 1.425580, -0.544610], [1.889740, -2.222153, -2.914169], [2.671126, -1.337824, -3.975370], [2.027888, -1.829610, -3.783219], [-0.380311, 1.878342, 2.813027], [-1.187511, 0.576457, 2.462380], [-1.103799, 1.487032, 2.185768], [-3.195890, 1.005327, 1.150873], [-3.388278, 0.673225, 2.634616], [-3.314246, 0.221495, 1.768739], [3.416849, -2.485979, 1.804675], [2.115330, -2.039389, 2.344972], [2.555572, -2.705027, 1.638635], [0.593846, -0.912934, 3.050309], [1.492132, -0.912212, 4.450742], [1.557320, -0.768503, 3.409882], [-2.383349, -1.364388, 2.274741], [-1.659316, -2.162298, 3.340299], [-1.732444, -1.259816, 2.945153], [4.463377, 1.960651, 0.723317], [4.160316, 0.412146, 0.871200], [3.825319, 1.265868, 0.696173], [-4.197325, -0.333622, -2.761229], [-3.401971, 0.462634, -1.652552], [-3.349350, -0.209521, -2.488822]],
  "atomic_forces_ev_per_a": [[-1.4, 1.0, -4.2], [0.2, -0.2, -0.5], [-0.5, -0.8, 2.9], [-1.7, 2.2, -0.3], [2.0, 0.2, -0.4], [-1.5, 0.7, 1.7], [6.3, -0.8, -0.7], [0.6, 0.9, 0.7], [0.6, 0.3, 0.5], [0.4, -1.0, 0.5], [-1.2, 0.1, -0.6], [0.5, -1.4, 0.0], [0.1, -0.2, -0.3], [-0.1, 0.2, 1.3], [0.1, -2.6, -0.5], [1.2, 0.7, -2.0], [-0.6, 0.2, -0.1], [-0.2, -0.9, 0.5], [-4.8, 0.2, 0.6], [-0.4, 1.5, 0.4], [0.2, -0.3, 0.6], [-2.1, -1.5, 2.8], [1.9, 2.2, -3.3], [-0.9, -2.3, -0.2], [0.7, 1.2, 1.0], [0.2, 0.7, -1.5], [0.5, -1.1, 0.4], [-0.5, 0.2, -0.5], [-0.2, 0.8, 0.1], [0.8, 1.0, -0.6], [-0.3, -0.1, 0.2], [-0.7, -0.2, 0.5], [1.4, 0.6, 0.1], [8.3, 5.9, -1.2], [-9.7, -6.6, 1.3], [-1.7, -1.2, -1.9], [-0.1, -0.5, 0.1], [1.9, 2.1, 1.7], [0.2, -1.6, 0.9], [0.1, -0.6, -0.5], [-0.9, 1.9, -0.4], [3.9, 0.4, 0.5], [0.9, -1.8, -1.7], [-4.6, 1.5, 1.9], [2.3, 0.7, 1.3], [0.0, 0.3, -3.4], [-2.6, -1.4, 2.3], [-1.1, 0.3, -1.1], [0.0, 1.1, -0.2], [1.7, -1.9, 1.9], [1.1, 0.2, 0.1], [1.1, -1.1, 0.3], [-1.9, 1.1, -0.7], [-3.7, -0.6, -1.3], [-0.1, -1.6, -2.4], [3.9, 2.0, 3.2]]
}